{"formula": "C48H53GeN8O3PtS2SeTe", "method": "ωB97M-V/def2-TZVPD", "spin_multiplicity": 2, "orbital_gap_ev": [7.21, 6.17], "lumo_ev": [-4.63, -5.71], "s_squared": 0.76, "charge": 2, "e_tot_ha": -8186.2572, "symbols": ["Pt", "N", "C", "C", "C", "C", "C", "C", "N", "C", "C", "C", "S", "C", "N", "H", "H", "H", "H", "H", "H", "H", "N", "C", "C", "C", "C", "C", "C", "S", "O", "O", "N", "C", "N", "C", "C", "C", "N", "H", "H", "H", "H", "H", "H", "H", "H", "H", "C", "Ge", "C", "C", "C", "Se", "C", "H", "H", "H", "H", "H", "H", "H", "H", "H", "H", "H", "H", "H", "H", "C", "C", "C", "C", "C", "C", "Te", "N", "C", "O", "C", "C", "C", "C", "C", "C", "C", "C", "C", "C", "C", "C", "C", "C", "C", "C", "H", "H", "H", "H", "H", "H", "H", "H", "H", "H", "H", "H", "H", "H", "H", "H", "H", "H", "H", "H", "H", "H", "H"], "positions_angstrom": [[-0.1995, -1.2904, 0.4096], [-0.0388, -3.0453, 4.3424], [1.1667, -3.6787, 4.0586], [2.0730, -4.3595, 4.8635], [3.1747, -4.8940, 4.2265], [3.3617, -4.7664, 2.8393], [2.4585, -4.0904, 2.0469], [1.3512, -3.5287, 2.6800], [0.2710, -2.8316, 2.1628], [-0.5117, -2.5601, 3.1711], [-1.7471, -1.8265, 2.9279], [-2.7008, -1.4343, 3.8060], [-3.9229, -0.5586, 2.9979], [-3.0901, -0.7450, 1.5367], [-1.9862, -1.4378, 1.6167], [-0.4820, -2.9850, 5.2431], [1.9272, -4.4697, 5.9295], [3.9106, -5.4315, 4.8088], [4.2292, -5.2240, 2.3833], [2.5934, -4.0278, 0.9739], [-2.7512, -1.6133, 4.8673], [-3.4771, -0.3402, 0.6129], [2.5028, -8.7934, 0.3837], [1.7243, -7.7436, 0.0066], [0.8162, -7.1675, 0.9113], [0.0410, -6.0962, 0.5328], [0.1558, -5.5782, -0.7562], [1.0436, -6.1428, -1.6702], [1.8220, -7.2122, -1.2907], [-0.8273, -4.2269, -1.2098], [-1.9418, -4.1120, -0.3139], [-1.0323, -4.2165, -2.6298], [0.0694, -2.8740, -0.8520], [1.3269, -2.5337, -1.1892], [2.2232, -3.1586, -1.9290], [3.4045, -2.5484, -2.0161], [3.7165, -1.3455, -1.3852], [2.7244, -0.7444, -0.6349], [1.5412, -1.3367, -0.5658], [2.3436, -9.2537, 1.2609], [3.0582, -9.2817, -0.2945], [0.7216, -7.5799, 1.9082], [-0.6711, -5.6629, 1.2226], [1.1104, -5.7448, -2.6729], [2.5044, -7.6619, -2.0010], [4.1481, -3.0504, -2.6245], [4.6932, -0.8974, -1.4799], [2.8451, 0.1967, -0.1146], [-4.3755, 0.1440, -4.3121], [-4.9280, -0.8130, -2.7047], [-6.2311, -2.2086, -3.0690], [-5.5492, 0.4484, -1.3401], [-3.3405, -1.6993, -1.9140], [-1.8947, -0.4310, -1.6112], [-0.8797, -0.7721, -3.2254], [-5.2424, 0.5917, -4.7978], [-3.9043, -0.5326, -5.0257], [-3.6770, 0.9463, -4.0672], [-7.1263, -1.7957, -3.5330], [-6.5225, -2.7101, -2.1463], [-5.8072, -2.9509, -3.7450], [-6.3438, 1.0844, -1.7295], [-4.7306, 1.1012, -1.0250], [-5.9445, -0.0827, -0.4721], [-2.9413, -2.5122, -2.5200], [-3.5792, -2.1320, -0.9416], [-1.4485, -0.4060, -4.0763], [-0.6999, -1.8424, -3.3078], [0.0607, -0.2322, -3.1354], [2.6224, 9.0282, 0.0928], [1.8719, 7.7331, -0.0161], [1.7253, 6.8859, 1.0748], [1.0375, 5.6824, 0.9922], [0.9098, 4.8326, 2.2215], [0.4949, 5.3163, -0.2383], [-0.5394, 3.4990, -0.7585], [-0.3539, 1.8480, 0.2536], [-0.3064, 1.4494, 1.4780], [0.0547, 0.2240, 1.7480], [-0.7424, 2.1795, 2.6984], [-0.0438, 2.0468, 3.8958], [-0.5391, 2.6380, 5.0456], [-1.7513, 3.3213, 5.0158], [-2.4659, 3.4212, 3.8320], [-1.9552, 2.8570, 2.6709], [0.9498, 2.8599, -2.1154], [0.4880, 2.5326, -3.3850], [1.3645, 2.0586, -4.3489], [2.7044, 1.9143, -4.0253], [3.1515, 2.2322, -2.7513], [2.2934, 2.7129, -1.7620], [2.8499, 3.0333, -0.4032], [0.5739, 6.1654, -1.3553], [-0.0489, 5.9249, -2.7129], [1.2761, 7.3572, -1.2114], [3.0319, 9.1685, 1.0911], [1.9673, 9.8717, -0.1280], [3.4452, 9.0589, -0.6222], [2.1557, 7.1682, 2.0282], [1.3879, 5.3119, 3.0734], [1.3745, 3.8539, 2.0899], [-0.1374, 4.6766, 2.4792], [0.8850, 1.4916, 3.9156], [0.0130, 2.5607, 5.9727], [-2.1391, 3.7709, 5.9202], [-3.4154, 3.9396, 3.8106], [-2.5194, 2.9125, 1.7447], [-0.5591, 2.6669, -3.6356], [1.0052, 1.8198, -5.3410], [3.4077, 1.5601, -4.7675], [4.2006, 2.1093, -2.5084], [3.8250, 2.5650, -0.2755], [2.2007, 2.6711, 0.3962], [2.9761, 4.1088, -0.2704], [-0.9315, 5.2820, -2.7119], [0.6721, 5.4918, -3.4073], [-0.3785, 6.8780, -3.1226], [1.3422, 8.0184, -2.0687]], "forces_ev_per_a": [[-0.778, -0.432, 0.260], [0.010, 0.003, -0.008], [-0.049, 0.002, 0.015], [0.022, -0.010, -0.003], [-0.012, 0.009, 0.005], [-0.008, 0.003, -0.020], [0.065, 0.001, -0.007], [-0.096, -0.055, 0.122], [0.519, 0.116, 0.027], [-0.180, -0.091, -0.197], [0.014, -0.013, 0.039], [-0.074, -0.026, 0.002], [0.032, -0.043, -0.023], [-0.127, -0.174, -0.191], [0.406, 0.261, 0.261], [0.000, -0.007, 0.001], [0.000, -0.009, 0.000], [-0.002, -0.006, -0.002], [0.008, 0.005, 0.011], [-0.033, 0.026, -0.006], [0.001, -0.005, -0.002], [0.040, 0.079, 0.018], [0.075, 0.055, 0.032], [-0.032, -0.022, -0.020], [0.008, 0.012, 0.005], [0.014, 0.000, 0.006], [-0.015, -0.023, 0.015], [-0.004, -0.005, -0.008], [-0.001, 0.003, 0.009], [0.050, -0.029, 0.021], [-0.029, 0.018, -0.017], [0.034, -0.021, -0.003], [-0.051, 0.064, 0.085], [-0.108, 0.071, -0.058], [0.040, -0.048, -0.054], [-0.045, -0.032, -0.003], [-0.001, 0.058, 0.023], [0.014, 0.003, -0.147], [0.159, -0.036, -0.132], [-0.024, -0.021, -0.012], [-0.024, -0.022, -0.009], [0.001, -0.001, 0.000], [-0.004, 0.005, -0.006], [-0.006, 0.003, 0.002], [0.001, -0.001, 0.001], [0.003, -0.006, 0.004], [0.005, -0.010, -0.013], [0.001, -0.030, 0.045], [0.013, 0.003, 0.004], [-0.050, -0.001, 0.005], [0.006, -0.004, -0.008], [0.025, 0.002, -0.018], [0.147, -0.096, 0.110], [0.120, 0.484, -0.105], [0.140, -0.126, 0.097], [-0.003, 0.001, 0.006], [-0.002, -0.001, -0.002], [0.008, -0.006, -0.004], [0.006, 0.021, 0.006], [0.001, -0.005, -0.003], [-0.008, -0.003, 0.000], [-0.008, -0.011, -0.003], [-0.012, 0.003, 0.010], [0.009, 0.000, 0.006], [0.002, 0.019, -0.023], [-0.026, -0.048, -0.027], [-0.002, 0.011, 0.008], [-0.049, -0.008, -0.011], [-0.009, 0.035, -0.031], [0.004, 0.003, 0.006], [-0.025, -0.029, -0.010], [-0.001, 0.017, 0.000], [0.041, -0.193, 0.120], [-0.020, 0.033, -0.006], [-0.097, -0.002, -0.204], [0.051, 0.320, -0.253], [0.511, -0.169, 0.113], [0.019, -0.292, 0.289], [-0.259, 0.373, -0.188], [-0.129, -0.143, 0.045], [-0.026, 0.017, -0.051], [-0.024, 0.031, 0.006], [0.040, 0.007, 0.026], [0.015, 0.055, -0.036], [-0.021, 0.015, -0.059], [-0.213, -0.030, 0.083], [-0.069, 0.107, -0.023], [0.033, 0.045, -0.011], [-0.022, 0.001, -0.013], [-0.023, -0.002, 0.058], [0.074, -0.087, -0.086], [-0.049, -0.010, 0.021], [-0.038, 0.105, 0.024], [0.010, -0.075, 0.022], [0.004, 0.006, 0.032], [0.000, -0.002, 0.000], [0.000, 0.000, -0.002], [-0.001, 0.001, -0.002], [-0.002, 0.002, 0.002], [0.029, 0.001, -0.012], [-0.006, 0.002, -0.025], [0.023, 0.006, 0.014], [0.000, -0.009, 0.001], [0.005, 0.005, 0.001], [0.002, 0.000, -0.002], [0.002, -0.007, 0.001], [0.001, 0.033, 0.014], [-0.007, -0.038, 0.001], [0.002, -0.010, 0.007], [-0.007, -0.015, 0.005], [0.005, 0.021, -0.016], [0.036, 0.031, -0.010], [-0.029, 0.009, -0.012], [0.003, 0.004, 0.006], [-0.012, -0.003, 0.060], [0.011, -0.023, -0.002], [0.030, -0.005, -0.025], [-0.001, 0.002, 0.005]], "lowdin_spin": [0.525, 0.004, 0.003, 0.001, 0.000, 0.000, 0.001, 0.006, 0.092, 0.009, 0.002, 0.000, 0.003, 0.001, 0.021, 0.000, 0.000, 0.000, 0.000, 0.000, 0.000, 0.000, 0.000, 0.000, 0.000, 0.000, 0.000, 0.000, 0.000, 0.001, -0.001, 0.001, 0.021, 0.000, 0.000, -0.002, 0.001, 0.003, 0.012, 0.000, 0.000, 0.000, 0.000, 0.000, 0.000, 0.000, 0.000, 0.001, 0.002, 0.013, 0.006, 0.001, 0.032, 0.213, 0.014, 0.000, 0.000, 0.002, 0.001, 0.000, 0.000, 0.000, 0.001, 0.000, 0.000, 0.003, 0.005, 0.001, 0.000, 0.000, 0.000, 0.000, 0.000, 0.000, 0.000, 0.001, 0.000, 0.001, -0.001, 0.000, 0.000, 0.000, 0.000, 0.000, 0.000, 0.000, 0.000, 0.000, 0.000, 0.000, 0.000, 0.000, 0.000, 0.000, 0.000, 0.000, 0.000, 0.000, 0.000, 0.000, 0.000, 0.000, 0.000, 0.000, 0.000, 0.000, 0.000, 0.000, 0.000, 0.000, 0.000, 0.000, 0.000, 0.000, 0.000, 0.000, 0.000, 0.000]}

---

{"formula": "H2NO2S5", "method": "ωB97M-V/def2-TZVPD", "orbital_gap_ev": 7.03, "lumo_ev": 3.16, "charge": -1, "e_tot_ha": -2197.4266, "symbols": ["N", "O", "O", "S", "S", "S", "S", "S", "H", "H"], "positions_angstrom": [[-1.9272, -0.1606, -0.4329], [2.7056, 1.7982, 0.6413], [0.4220, 1.9325, -0.3493], [2.0016, -0.6726, -0.8638], [-1.1588, -1.4620, -1.1097], [0.7435, -1.8693, 0.1799], [0.1603, -1.2488, 1.9050], [1.3867, 1.1805, 0.4848], [-2.6353, -0.3122, 0.1869], [-1.6983, 0.8143, -0.6423]], "forces_ev_per_a": [[2.130, 0.305, -2.155], [-0.451, 0.245, -0.240], [0.715, -0.283, 0.355], [0.635, -0.204, -0.173], [0.000, 0.420, 0.369], [-1.208, -0.515, -1.366], [-0.290, -0.054, 1.164], [-0.082, 1.378, -0.057], [-1.880, -0.526, 1.973], [0.431, -0.765, 0.130]], "nbo_charge": [-0.976, -0.971, -0.995, -0.396, 0.210, 0.280, -0.496, 1.562, 0.369, 0.415]}

---

{"formula": "Cl4H2Si2", "method": "ωB97M-V/def2-TZVPD", "orbital_gap_ev": 7.67, "lumo_ev": -2.15, "charge": 0, "e_tot_ha": -2421.0506, "symbols": ["Si", "Si", "Cl", "Cl", "Cl", "Cl", "H", "H"], "positions_angstrom": [[-0.7694, -0.4651, -0.5087], [1.3323, -0.2618, 0.5439], [-0.9699, 2.1905, 0.6888], [-2.3339, -1.5330, 0.1246], [2.1734, -2.1877, 0.4581], [2.5279, 0.8868, -0.5537], [-1.3553, 0.4274, -1.4875], [1.3842, -0.0031, 1.9090]], "forces_ev_per_a": [[-0.602, 2.889, 1.383], [0.190, -1.676, -1.172], [0.460, -2.114, -0.585], [0.090, -0.540, 0.298], [-0.366, 0.357, -0.072], [0.204, 0.629, -0.479], [0.390, -0.145, -0.888], [-0.365, 0.600, 1.516]], "nbo_charge": [0.934, 0.941, -0.633, -0.304, -0.394, -0.301, -0.106, -0.136]}